The following is a quantum chemistry calculation of a 2-piece molecular cluster, C8H15NO3S2 overall, from OMol25.

```
29
Properties=species:S:1:pos:R:3
C 0.3021 -2.8770 -1.4043
S -2.2404 0.3869 0.6339
C 1.7057 -0.4108 1.5214
C 0.6650 0.6954 1.6018
C -0.9355 0.7060 -0.5410
C -1.1856 2.0117 -1.3110
C 0.9847 1.5936 2.8134
H 1.8734 -0.6122 0.5684
H 1.4789 -1.2435 2.1139
H 1.0118 -2.8017 -0.6594
O -1.9664 2.8302 -0.8990
H 0.5099 2.3939 0.4237
H 1.3886 1.0940 3.6466
H 0.1045 -3.9214 -1.2827
H 1.8228 2.1799 2.6052
C -0.7762 -1.8204 -1.1558
C -0.3431 -0.3774 -1.3350
S -2.3734 -1.9219 -2.0932
H 0.1443 2.1509 3.0144
H -2.6214 1.6200 0.7668
H -0.4871 0.4254 1.6828
H 0.0628 1.4459 -2.5360
O 0.3716 -0.1829 -2.2998
N 0.7136 1.3978 0.3703
H -1.8734 -2.3739 -3.3405
H -1.1586 -1.8717 -0.0368
H 2.5793 -0.1031 1.9306
O -0.4245 2.3274 -2.3985
H 0.6669 -2.7411 -2.4002
```

Its energy above the lowest of the compared OMol25 structures with the same formula, charge and spin is 1.391 eV. The value obtained for the HOMO energy is -9.56 eV.


The following is a quantum chemistry calculation of an isolated molecule of C8H15NS, from OMol25.

```
25
Properties=species:S:1:pos:R:3
H -1.6946 1.1405 2.4108
C 1.4090 -1.6662 -0.9495
H 3.1779 -0.1091 0.1454
H -2.1594 -1.3957 1.4743
N 0.2471 0.1353 0.9637
H -0.7533 2.0343 1.3228
H 2.4183 -2.0323 -0.5098
H 0.3900 0.5077 -2.5862
H -1.8721 1.2720 -1.3289
H 1.5600 -1.8651 -2.1444
H 0.5080 -2.2447 1.9763
C -1.1192 0.2804 0.4842
H -1.7721 -1.5484 -0.3700
C 0.1802 0.4416 -1.5659
H 3.1232 0.8133 -1.5104
C -1.6582 1.4882 1.4011
H -3.0768 -0.6227 0.4359
C -0.9788 0.6783 -0.9738
S 0.7766 -0.9305 2.0857
H 0.5159 -2.2351 -0.5465
C -2.0689 -0.9114 0.5118
C 1.2264 -0.1793 -0.7640
C 2.5401 0.4718 -0.6015
H 2.5238 1.4251 0.0268
H -2.3853 2.1003 0.9330
```

Its energy above the lowest of the compared OMol25 structures with the same formula, charge and spin is 2.370 eV. The value obtained for the HOMO energy is -8.00 eV.